Entry 1:
23
Properties=species:S:1:pos:R:3 method="wB97M-V/def2-TZVPD" largest_force_ev_per_a=6.34 relative_energy_kcal_mol=30.7 homo_lumo_gap_ev=10.785 smiles=CCB(O)C(C)(C)C homo_energy_ev=-10.154 charge=0 spin_multiplicity=1
H -1.040 2.088 -0.744
C 0.085 -0.317 2.211
B -0.834 0.182 -0.067
H -0.960 1.732 -3.170
O -2.136 -0.348 0.793
C 1.731 0.349 0.530
H 1.104 -0.647 2.765
H -0.289 -2.382 0.328
H -2.971 -0.039 0.610
H 1.072 -2.174 -0.619
H 2.514 -0.139 1.114
H 0.068 0.661 2.437
H 1.735 1.371 0.730
C -1.267 1.134 -1.253
H 0.630 1.560 -2.466
H -2.241 1.169 -1.684
C 0.658 -1.905 0.301
H 2.075 0.251 -0.493
H -0.811 -0.835 2.446
C 0.477 -0.424 0.712
H 1.182 -2.465 1.142
C -0.351 1.101 -2.602
H -0.429 0.076 -3.021


Entry 2:
26
Properties=species:S:1:pos:R:3 method="wB97M-V/def2-TZVPD" largest_force_ev_per_a=4.30 relative_energy_kcal_mol=9.1 homo_lumo_gap_ev=7.411 homo_energy_ev=-8.173 charge=0 spin_multiplicity=1
C -2.882 0.280 0.592
H -0.438 2.654 -0.898
Cl -1.080 -2.706 -2.982
H 1.689 -1.438 0.688
H 1.611 -1.268 2.527
Cl -1.203 -4.148 -0.052
H 1.564 1.105 2.372
H -0.934 1.204 -1.887
H 1.061 2.416 -2.843
C 1.616 0.692 1.354
Si -0.066 0.532 0.361
C -1.570 0.222 1.435
H 3.116 -0.830 1.704
H 1.164 0.713 -2.761
H -1.526 0.930 2.335
H -1.409 -0.676 1.868
C 2.069 -0.780 1.591
Si -0.292 -2.566 -1.076
C 1.088 1.594 -2.208
H 2.379 1.150 0.739
H 2.089 1.598 -1.631
H -3.096 1.273 0.173
Cl 1.731 -3.370 -1.309
H -2.869 -0.425 -0.216
C -0.146 1.579 -1.261
H -3.663 0.266 1.386


Entry 3:
29
Properties=species:S:1:pos:R:3 method="wB97M-V/def2-TZVPD" largest_force_ev_per_a=2.43 relative_energy_kcal_mol=2.5 homo_lumo_gap_ev="7.152 / 7.714" homo_energy_ev="-15.238 / -15.238" charge=+2 spin_multiplicity=5
P -0.390 -2.270 -0.065
Pm -1.407 -0.372 1.608
C 0.322 -2.315 -1.725
C 2.753 1.888 -4.411
H -0.177 -1.565 -2.346
C 0.402 -3.692 0.764
Cl -1.183 -1.132 3.953
H 0.207 -3.326 -2.146
I 2.166 1.129 -1.564
C -2.089 -2.968 -0.297
I -0.113 1.404 -2.895
H 1.493 3.107 2.480
H -1.937 -4.031 -0.523
O 2.529 1.767 -5.517
C -1.139 4.064 1.525
O -0.465 1.555 1.445
H -2.698 -2.861 0.620
H 1.379 -2.030 -1.650
H 1.492 -3.592 0.638
H 1.689 4.314 1.154
H 0.160 -3.672 1.832
H -1.078 3.961 2.616
H 0.047 -4.627 0.306
H 2.219 2.631 0.888
H -2.595 -2.472 -1.137
C 1.476 3.270 1.393
H -0.793 5.060 1.209
H -2.168 3.919 1.168
S -0.103 2.855 0.676


Entry 4:
23
Properties=species:S:1:pos:R:3 method="wB97M-V/def2-TZVPD" largest_force_ev_per_a=4.71 relative_energy_kcal_mol=71.0 homo_lumo_gap_ev="6.654 / 9.757" homo_energy_ev="-11.207 / -13.220" charge=+1 spin_multiplicity=1
H -0.372 0.682 -1.781
H -1.849 -2.177 0.290
H 1.586 -0.692 3.060
C 1.913 -0.375 1.076
H 2.694 1.432 0.744
H -0.949 1.714 -0.566
C -1.304 -0.291 -0.096
H 2.298 0.600 -0.740
H 0.401 0.201 2.206
C -2.450 1.044 -1.936
H -1.253 -1.673 -1.356
H -1.259 -0.043 0.973
H -3.212 1.636 -1.570
C 2.715 0.447 0.227
H -2.224 1.496 -2.895
H -0.365 -2.175 0.086
C -1.127 0.791 -1.085
N -1.126 -1.688 -0.378
C 1.436 0.027 2.369
H 1.985 0.977 2.767
H 3.720 0.151 0.055
H -2.938 0.039 -2.209
Cl 1.680 -2.122 0.760


Entry 5:
25
Properties=species:S:1:pos:R:3 method="wB97M-V/def2-TZVPD" largest_force_ev_per_a=0.59 relative_energy_kcal_mol=0.0 homo_lumo_gap_ev=7.252 homo_energy_ev=-3.987 charge=-1 spin_multiplicity=1
H 2.095 0.474 0.326
O 1.120 1.790 2.541
H -2.308 -2.356 -1.926
H -3.195 -1.112 -0.989
H 0.069 0.001 2.811
Cl -0.383 -4.289 0.493
H -0.047 2.541 0.993
H -1.849 -2.037 -0.270
H 0.218 -1.768 -0.977
C 0.972 0.026 -1.980
H -0.067 -1.721 -2.742
C 0.079 1.041 3.143
N 0.728 1.156 -1.095
H -0.896 1.494 2.928
O -1.327 -0.554 -1.619
H 1.706 2.768 0.900
C 0.923 2.053 1.167
H 0.415 0.025 0.690
H 0.265 1.053 4.214
C -2.218 -1.554 -1.181
H 0.998 0.381 -3.013
C -0.035 -1.123 -1.824
C 1.060 0.817 0.290
H -0.281 1.287 -1.123
H 1.957 -0.394 -1.756